56
Properties=species:S:1:pos:R:3:forces:R:3 method="wB97M-V/def2-TZVPD" e_homo_ev=-4.89 homo_lumo_gap_ev=1.245 charge=-1
O -2.41576 -0.81040 2.06878 -1.0 -3.3 -0.3
C -1.40448 -0.84964 2.75325 -1.6 1.9 1.1
C -1.29550 0.07422 3.94765 1.5 -1.1 -0.1
C -0.00338 0.03866 4.27336 0.3 0.1 -0.3
C 0.65478 0.82176 5.41541 0.5 -0.7 -0.3
F 0.65001 0.01294 6.49618 -0.6 0.3 0.2
F 1.96574 1.18647 5.17571 -2.7 1.8 -0.5
C -0.12602 2.08448 5.85963 1.3 0.5 0.6
F 0.48133 2.52291 6.98978 0.1 0.0 -0.1
F -1.38239 1.78761 6.23250 -0.2 -0.2 -0.6
C -0.09151 3.28848 4.86448 -1.4 0.8 -0.1
F 0.93843 4.08476 5.07906 0.4 -0.3 0.1
F -1.21216 4.00208 5.09017 0.1 0.0 0.1
F -0.12287 2.93749 3.58822 0.3 -0.5 0.0
C 0.70731 -0.89240 3.26167 1.4 0.8 1.3
O 1.84447 -1.01299 2.98549 -1.3 -0.2 -0.3
O -0.33130 -1.63072 2.61231 -0.5 0.4 -0.3
H -2.09149 0.63185 4.42443 0.0 -0.2 -0.5
Al -2.51662 -2.49364 0.51909 0.9 0.7 0.9
Br -4.64952 -2.29231 -0.96504 -0.5 0.1 -0.4
C -6.12081 -1.23536 -1.72264 -0.6 0.1 0.1
C -6.42513 -1.70139 -3.11751 0.3 0.2 -0.4
Br -5.07964 -1.04293 -4.34783 0.1 -0.1 -0.1
H -5.82281 -0.19233 -1.67443 0.1 -0.1 0.0
H -6.96643 -1.39730 -1.05571 0.1 -0.1 0.1
H -7.37160 -1.28988 -3.46358 0.0 0.0 0.2
H -6.44950 -2.78365 -3.21267 0.0 0.0 0.1
C 1.73447 -2.13364 -2.03944 0.2 0.4 -1.1
C 1.08268 -1.97824 -0.61968 0.1 -1.5 1.1
O 0.98020 -0.68589 -0.38603 -0.4 0.9 -0.1
H 2.72600 -1.68316 -2.07001 -0.4 0.0 0.3
H 1.83792 -3.19706 -2.26771 -0.1 -0.1 0.3
H 1.12311 -1.68474 -2.82158 -0.1 0.1 0.2
H 1.71199 -2.57473 0.06413 0.2 0.5 0.2
H 0.14728 -2.57666 -0.66409 -0.4 0.5 -0.5
Cl 4.74597 -1.93788 -3.43687 0.3 -0.1 -0.1
C 5.20843 -1.90879 -5.15724 0.2 0.1 -0.1
C 4.01522 -1.73017 -6.05991 0.0 0.1 -0.1
Cl 2.95971 -3.16076 -6.04809 0.0 0.0 0.0
H 5.73922 -2.83179 -5.38026 -0.1 0.0 0.1
H 5.90169 -1.07779 -5.28469 -0.1 0.0 0.0
H 4.34850 -1.58742 -7.08733 0.0 0.0 0.0
H 3.41995 -0.86615 -5.77120 0.0 -0.1 0.1
C 1.29550 6.30844 2.23764 -2.2 1.1 -1.9
O 0.43363 6.76019 3.01085 0.6 -0.3 0.3
O 2.44879 5.84396 2.99104 2.4 0.1 1.5
O 1.34706 6.18988 1.02907 0.7 -0.2 0.2
H 2.04883 6.08904 3.84983 0.4 -0.3 0.2
Cl -0.75626 0.89671 1.13387 1.7 0.5 -1.6
Be 4.50894 6.15681 3.18484 -1.9 -0.3 -0.4
O -2.45742 -3.01401 -6.22629 0.0 0.0 -0.3
S -1.47944 -1.93905 -6.01224 -0.1 -0.1 -0.1
O -2.13625 -0.64260 -6.22667 -0.2 0.0 0.5
O -0.35433 -2.07546 -6.94596 0.1 -0.4 0.2
O -0.96379 -2.03482 -4.63256 0.2 0.4 0.0
Cl 3.01926 -0.77300 5.55883 2.0 -2.3 0.6

---

17
Properties=species:S:1:pos:R:3:forces:R:3 method="wB97M-V/def2-TZVPD" smiles="CC(=O)C(N)(N)OC=O" e_homo_ev=-9.06 homo_lumo_gap_ev=9.627 charge=0
C -1.31263 -1.44083 0.59203 0.3 0.0 -0.2
C -0.70579 -0.07100 0.79327 1.1 1.1 1.1
C -0.61190 0.37308 -1.81134 0.8 1.6 -2.2
O -1.12080 0.69118 1.65841 0.9 -1.2 -1.7
O -1.23288 1.38986 -1.58371 1.0 -2.0 0.5
H -0.85468 -0.31703 -2.63177 -0.4 -0.1 0.3
H -2.22310 -1.33653 -0.00341 0.0 -0.1 0.0
H -1.56951 -1.87202 1.56277 -0.1 0.2 -0.1
H -0.61880 -2.11556 0.08557 -0.1 0.1 -0.1
C 0.77498 0.31657 -0.03271 -1.1 0.6 3.2
N 1.80298 -0.44942 0.56290 -0.7 -0.9 0.0
N 1.09553 1.67064 0.25122 -0.6 1.2 -0.3
O 0.68101 0.04488 -1.38564 -2.4 0.1 -0.4
H 0.91696 1.83255 1.24414 0.0 0.0 -0.2
H 2.10899 -1.16456 -0.08561 0.7 0.2 0.5
H 2.45422 0.18644 1.01287 0.4 -0.7 -0.6
H 0.41543 2.26177 -0.22898 0.2 0.0 0.2

---

18
Properties=species:S:1:pos:R:3:forces:R:3 method="wB97M-V/def2-TZVPD" smiles=C[Si](Cl)(Cl)CCCC#N e_homo_ev=-10.76 homo_lumo_gap_ev=11.281 charge=0
N -1.21990 2.08554 0.29811 -0.4 0.8 0.3
Cl -1.85426 -1.91408 -1.00005 1.2 0.5 0.3
Cl 0.92533 -1.72766 -2.84947 0.1 0.0 0.5
C -0.62766 1.50194 1.08234 -1.3 0.6 -1.5
C 0.13310 0.73386 1.95926 0.7 -1.6 2.3
C 0.38283 -0.74036 1.53894 -1.8 1.1 1.2
C -0.69288 0.73211 -2.11438 -0.8 0.4 -0.2
C 1.10703 -0.76895 0.26487 0.5 0.3 -1.6
Si -0.04115 -0.75828 -1.27032 -0.7 -0.8 -0.5
H -0.41786 0.67958 2.92601 0.7 0.5 -0.3
H 1.08750 1.27402 2.00454 0.0 -0.3 0.7
H 0.80821 -1.22992 2.41341 0.5 -0.1 -0.3
H -0.59026 -1.21446 1.38976 -0.1 0.0 0.3
H 0.12403 1.25627 -2.61170 0.0 0.3 0.2
H -1.27511 0.28129 -2.93289 0.1 0.1 0.1
H -1.37303 1.39742 -1.51913 1.0 -0.8 -0.9
H 1.69500 -1.65357 0.21947 0.5 -0.9 -0.4
H 1.82908 0.06523 0.20122 -0.2 -0.2 -0.2

---

106
Properties=species:S:1:pos:R:3:forces:R:3 method="wB97M-V/def2-TZVPD" e_homo_ev="-7.40 / -7.40" homo_lumo_gap_ev="7.800 / 3.257" spin_multiplicity=2 charge=-1
N -0.14538 0.91409 -0.79810 -0.8 0.2 5.0
S 0.56389 -0.42742 -0.85345 3.4 -8.3 -7.5
O -0.27275 -1.62856 -1.12362 1.5 3.1 2.4
O 1.83925 -0.58993 -0.23351 -1.1 0.7 1.9
F 1.11075 -0.30405 -2.32871 -0.2 0.9 -0.8
S -0.54990 0.61672 0.85979 -4.3 3.6 3.9
O 0.25103 1.24962 1.89616 -0.6 -1.8 -2.6
O -1.28261 -0.60387 1.18825 2.1 0.9 -0.9
F -1.81162 1.58757 0.79701 0.4 -0.1 -0.4
N 1.82524 -3.40106 4.45522 -2.5 -4.8 -2.1
S 1.04329 -2.42866 3.57300 0.9 10.2 -1.1
O -0.23247 -1.93249 4.10017 0.3 -1.7 -1.5
O 1.34032 -2.19253 2.14756 -1.2 -1.9 1.7
F 1.95703 -1.24753 4.14767 0.6 1.2 0.2
S 0.72543 -4.64117 3.92447 0.1 -3.1 4.9
O 0.64381 -4.95617 2.50416 -0.3 0.4 1.4
O -0.46260 -4.66486 4.80939 2.2 -0.3 -2.9
F 1.65166 -5.78806 4.53775 -0.5 0.0 -0.7
C -3.15671 -3.38684 2.19743 -0.8 -1.6 0.7
O -3.96335 -4.07806 2.74036 -1.3 -1.4 0.9
N -2.00017 -3.77727 1.67762 1.6 -0.2 -1.0
N -3.37813 -2.11254 1.96153 -0.2 2.0 0.3
H -1.67760 -4.73234 1.74000 0.1 0.0 0.2
H -1.62236 -3.17349 0.96151 0.8 -0.2 -0.4
H -2.63801 -1.59878 1.50505 -0.1 1.2 -0.6
H -4.15826 -1.71317 2.46353 -0.1 0.4 -0.3
C -3.18307 -3.12980 -2.28341 0.1 1.5 1.4
O -3.77623 -2.24811 -1.70428 -1.0 2.0 1.5
N -1.91810 -3.33741 -2.23734 4.3 -0.8 0.3
N -3.79263 -3.99640 -2.99483 -4.2 -3.9 -3.5
H -1.28459 -2.76014 -1.70299 -0.2 0.0 -0.4
H -1.51624 -4.06088 -2.81630 0.4 0.4 0.2
H -3.37279 -4.77802 -3.47744 0.0 0.4 0.2
H -4.79602 -3.90594 -3.06642 0.3 0.0 -0.1
C 4.53812 -2.48200 -1.12420 -2.3 1.1 -0.3
O 3.70442 -2.56031 -2.04253 0.6 0.0 0.4
N 4.22098 -1.89830 0.05231 0.4 0.1 0.8
N 5.78359 -2.91287 -1.23159 1.3 -0.6 -0.2
H 4.94436 -1.62489 0.70198 -0.2 -0.1 -0.1
H 3.32142 -1.45104 0.15647 0.1 -0.2 0.0
H 6.38751 -2.76063 -0.43648 0.3 -0.2 -0.7
H 6.07682 -3.06587 -2.18590 0.4 -0.2 0.4
C -3.00116 2.02704 3.38007 -2.8 3.0 -0.5
O -4.00969 2.58410 2.95693 -0.6 -0.4 -0.9
N -2.94365 0.92035 4.00382 -0.7 -6.0 2.1
N -1.86448 2.62050 3.46913 3.7 3.3 -0.6
H -2.02505 0.62741 4.30456 -0.6 -0.8 0.1
H -3.72163 0.27698 3.97347 0.3 0.2 0.2
H -1.07486 2.18427 3.92334 0.1 0.7 -0.4
H -1.88362 3.56993 3.12515 0.7 -0.2 0.2
C -5.09694 4.34034 -0.28039 0.8 -2.5 0.6
O -6.22143 4.00837 -0.03697 -1.7 -0.5 1.9
N -3.92577 4.04318 0.33329 1.2 -0.6 2.8
N -4.81378 4.84303 -1.42901 1.1 3.4 -5.5
H -3.01690 4.10194 -0.10329 -0.6 0.0 -0.4
H -3.89995 3.40342 1.11441 -0.5 0.2 0.4
H -5.49314 4.88511 -2.17519 0.0 0.1 0.5
H -3.90276 5.24641 -1.59464 -0.4 -0.1 -0.2
C 3.20451 2.70624 4.17650 1.8 -2.3 1.6
O 4.04445 2.24543 4.93848 0.7 0.9 1.0
N 2.92595 3.95015 3.90201 0.2 4.3 0.0
N 2.45609 1.89038 3.50380 -2.8 -3.3 -1.9
H 3.52649 4.63564 4.33739 0.0 -0.1 -0.3
H 2.65190 4.10143 2.94174 -0.2 0.3 -0.1
H 2.40258 0.94846 3.86439 0.2 0.0 -0.3
H 1.66536 2.18239 2.94739 0.4 0.1 0.1
C 4.49519 0.02187 -4.54115 0.2 -0.4 -3.1
O 4.94955 0.60341 -5.49652 0.6 1.2 -1.4
N 4.92590 0.11722 -3.33900 3.1 1.7 6.1
N 3.59560 -0.91866 -4.57546 -3.7 -3.0 -0.9
H 4.51338 -0.38787 -2.56776 0.0 0.0 -0.3
H 5.81625 0.54651 -3.13142 -0.4 0.2 -0.3
H 3.14736 -1.27392 -5.40791 0.3 0.6 0.1
H 3.37887 -1.41083 -3.72053 -0.1 -0.2 -0.2
C 1.38726 2.96302 -3.31734 -0.4 -0.2 -0.5
O 1.70639 3.76077 -4.12938 0.7 2.5 -2.8
N 0.26386 2.25466 -3.32508 -2.8 -0.4 -1.4
N 2.07452 2.62486 -2.28826 2.7 -1.4 4.7
H -0.02032 1.70742 -2.52516 0.0 0.1 -1.1
H -0.29633 2.39575 -4.15355 -0.3 -0.4 0.5
H 1.58555 1.94329 -1.72571 1.3 0.2 0.4
H 2.98131 2.96616 -2.00304 -0.4 0.0 -0.3
C 0.74722 4.27236 0.71992 1.2 -0.9 0.3
O 1.74477 3.68975 1.10802 0.7 0.6 1.0
N 0.35210 5.52199 0.92157 0.9 2.2 1.4
N -0.14108 3.68353 -0.04731 -1.8 -1.1 -1.7
H -0.48280 5.83390 0.44643 0.4 0.5 0.6
H 1.01651 6.11650 1.39614 -0.6 0.4 -0.2
H 0.14127 2.76024 -0.34380 -0.2 0.6 -0.6
H -0.46649 4.40551 -0.67416 -0.5 -1.2 -0.9
C -3.12399 1.40868 -2.79531 -1.4 -0.5 -1.1
O -4.14907 1.25186 -3.40222 -2.4 0.5 -1.3
N -2.55551 2.56900 -2.57982 0.1 4.1 0.1
N -2.44508 0.43300 -2.33434 3.0 -3.8 1.9
H -1.61853 2.70984 -2.23006 -0.5 0.2 -0.3
H -3.13816 3.30161 -2.95916 0.6 0.4 0.3
H -1.63054 0.67142 -1.78682 -0.7 -0.8 -0.2
H -2.76568 -0.52137 -2.41499 -0.1 0.1 0.2
C 0.88132 -4.48928 -1.19403 1.4 1.1 0.3
O 0.92510 -4.24844 -2.38195 -1.2 -0.5 -0.9
N 1.72538 -3.93408 -0.32997 1.8 1.0 0.4
N 0.06114 -5.25039 -0.47172 -2.9 -2.3 0.4
H 2.24785 -3.15973 -0.71402 0.3 -0.2 0.3
H 1.68072 -4.15894 0.65367 0.2 0.7 -0.2
H -0.73929 -5.72385 -0.86573 0.4 0.0 0.0
H 0.30867 -5.41529 0.49349 -0.3 -0.2 -0.3